{"formula": "C4H4N4", "method": "ωB97M-V/def2-TZVPD", "multiplicity": 1, "e_tot_ev": -10168.886, "charge": 0, "smiles": "c1nc2c([nH]1)N=NC2", "gap_ev": 10.03, "relative_energy_kcal_mol": 91.13, "species": ["C", "H", "H", "H", "C", "N", "N", "N", "H", "C", "N", "C"], "coordinates": [[-2.034, 0.085, 0.198], [-3.080, 0.111, 0.196], [1.379, 1.428, 1.100], [1.818, 1.827, -0.639], [1.431, 1.127, 0.013], [-1.266, -0.994, 0.050], [-1.335, 1.182, -0.035], [1.232, -1.223, 0.027], [-1.386, -2.102, -0.317], [0.045, 0.660, -0.245], [1.988, -0.269, 0.154], [0.048, -0.560, -0.253]]}

{"formula": "C18H24ClN2O4Pd", "method": "ωB97M-V/def2-TZVPD", "multiplicity": 1, "e_tot_ev": -46215.573, "charge": 1, "gap_ev": 8.96, "relative_energy_kcal_mol": 5.52, "species": ["H", "C", "H", "O", "C", "N", "H", "H", "O", "O", "C", "H", "H", "C", "N", "H", "C", "H", "Pd", "H", "H", "H", "C", "C", "O", "H", "H", "C", "C", "H", "C", "C", "H", "H", "C", "H", "H", "C", "H", "Cl", "H", "H", "H", "H", "C", "C", "C", "C", "C", "H"], "coordinates": [[2.184, -0.069, -4.149], [-0.060, -0.073, -1.078], [-3.347, -1.437, 4.228], [-3.606, 2.734, -3.441], [-3.125, -0.178, 1.784], [-0.590, -0.018, -2.314], [3.784, 0.700, 0.154], [-0.277, 0.031, -4.347], [-5.314, 1.661, -4.671], [-3.175, 0.594, -4.408], [0.211, -0.018, -3.382], [-3.978, -0.214, 2.446], [0.031, -0.312, 5.204], [4.191, -1.450, -2.535], [-2.338, -0.072, -0.442], [-1.708, 1.949, 4.005], [1.306, -0.127, -0.893], [-2.027, 1.036, 5.483], [-2.571, 0.169, -2.393], [-1.882, -2.377, 3.919], [-4.346, -0.088, 0.005], [-2.078, -1.507, 5.443], [3.681, -0.174, -1.846], [4.282, 1.063, -2.533], [-4.579, 0.709, -2.605], [3.763, -1.079, 0.141], [0.389, -1.168, 3.711], [4.121, -0.190, -0.383], [1.581, -0.070, -3.253], [-3.255, 1.120, 4.223], [-2.182, 1.051, 4.404], [-1.823, -0.181, 2.285], [5.209, -0.203, -0.338], [0.241, -0.146, 1.675], [-2.267, -1.462, 4.370], [1.698, -0.174, 0.111], [3.949, -1.462, -3.598], [-3.350, -0.115, 0.427], [3.906, 1.985, -2.086], [-4.211, 1.516, -3.826], [5.366, 1.048, -2.419], [4.063, 1.085, -3.601], [0.445, 0.609, 3.767], [5.276, -1.503, -2.441], [-1.067, -0.090, 0.001], [-1.577, -0.220, 3.785], [-0.788, -0.138, 1.351], [2.169, -0.122, -1.988], [-0.088, -0.276, 4.122], [3.765, -2.343, -2.076]]}

Respective E_HOMO values: -9.429; -13.153 eV.